DFT (ωB97M-V with the def2-TZVPD basis set) results for a cluster of 2 separate species, CH3ClS2 in total.

Energy above the lowest of the compared OMol25 structures with the same formula, charge and spin: 8.9 kcal per mole
HOMO-LUMO gap (spin up / spin down): 6.961 / 7.291 eV
HOMO (spin up / spin down): -7.03 / -9.48 eV
Lowest unoccupied orbital energy (spin up / spin down): -0.0027 / -0.0805 Ha

```
! RIJCOSX wB97M-V def2-TZVPD def2/J DEFGRID3
* xyz 0 3
C -0.898 -0.518 1.288
S -1.556 0.920 1.574
S 0.886 1.083 -2.992
Cl 1.519 -0.406 -1.776
H 1.380 2.106 -2.278
H 0.052 -0.816 1.715
H -1.396 -1.246 0.663
*
```